Record 1
{
  "formula": "C6H10O",
  "method": "ωB97M-V with the def2-TZVPD basis set",
  "smiles": "O[C@@H]1C=CCCC1",
  "e_lumo_ev": 1.00,
  "relative_energy_ev": 0.283,
  "orbital_gap_ev": 10.5,
  "e_homo_ev": -9.52,
  "elements": ["O", "C", "C", "C", "C", "C", "C", "H", "H", "H", "H", "H", "H", "H", "H", "H", "H"],
  "xyz": [[-1.23371, -0.68061, 1.68508], [-0.56693, -1.15726, 0.51496], [0.94563, -1.09489, 0.61357], [1.67344, -0.07198, 0.16112], [1.08381, 1.15215, -0.48525], [-0.45026, 1.12988, -0.46601], [-1.04673, -0.27128, -0.61976], [-2.08172, -0.36253, 1.32833], [-0.85490, -2.20793, 0.34484], [1.45291, -1.97580, 0.99906], [2.76246, -0.11572, 0.23178], [1.46737, 1.23161, -1.51332], [1.44691, 2.05473, 0.02741], [-0.78552, 1.50887, 0.50484], [-0.85698, 1.78396, -1.24240], [-2.15445, -0.19848, -0.49746], [-0.80131, -0.72473, -1.58678]]
}

***

Record 2
{
  "formula": "C3H6BrN2",
  "method": "ωB97M-V with the def2-TZVPD basis set",
  "total_charge": 1,
  "e_lumo_ev": [-4.52, -4.52],
  "relative_energy_ev": 2.469,
  "orbital_gap_ev": [8.2, 8.2],
  "e_homo_ev": [-12.74, -12.74],
  "elements": ["C", "C", "C", "N", "N", "Br", "H", "H", "H", "H", "H", "H"],
  "xyz": [[0.59512, -0.14650, 0.57699], [-1.60564, 0.38604, -0.69432], [2.44775, -1.58112, -0.14920], [1.56916, -0.84013, 0.34486], [-1.92731, 1.42956, -0.00848], [0.33064, 0.92424, 2.06092], [-1.05258, 0.48413, -1.61559], [-1.99153, -0.58332, -0.41251], [3.23745, -1.14649, -0.74861], [2.46430, -2.63799, 0.06398], [-1.59845, 2.35560, -0.26465], [-2.46891, 1.35598, 0.84661]]
}

***

Record 3
{
  "formula": "CH4BrP",
  "method": "ωB97M-V with the def2-TZVPD basis set",
  "smiles": "PCBr",
  "e_lumo_ev": 0.66,
  "relative_energy_ev": 1.525,
  "orbital_gap_ev": 10.7,
  "e_homo_ev": -10.03,
  "elements": ["P", "C", "Br", "H", "H", "H", "H"],
  "xyz": [[-0.04197, -1.29625, 0.17889], [0.95188, 0.31013, 0.33796], [2.80961, 0.03384, -0.19712], [-1.21062, -0.24216, -0.13828], [0.01120, -1.28803, -1.18362], [0.63516, 1.06755, -0.32446], [0.84556, 0.72373, 1.43495]]
}

***

Record 4
{
  "formula": "C12H16Cl5OP2Sr",
  "method": "ωB97M-V with the def2-TZVPD basis set",
  "total_charge": 1,
  "e_lumo_ev": -3.38,
  "relative_energy_ev": 0.000,
  "orbital_gap_ev": 7.1,
  "e_homo_ev": -10.52,
  "elements": ["Sr", "Cl", "C", "C", "Cl", "C", "Cl", "C", "O", "C", "Cl", "C", "Cl", "C", "P", "C", "C", "C", "P", "C", "C", "H", "H", "H", "H", "H", "H", "H", "H", "H", "H", "H", "H", "H", "H", "H", "H"],
  "xyz": [[0.39598, -0.53951, -0.25911], [3.16059, -5.84575, -4.97091], [2.86120, -4.51391, -3.93100], [1.60937, -4.34980, -3.34893], [0.34460, -5.46795, -3.65706], [1.39687, -3.26514, -2.50999], [-0.18094, -3.03993, -1.76798], [2.37863, -2.31224, -2.20548], [2.13329, -1.31084, -1.40549], [3.63079, -2.50633, -2.81408], [4.85943, -1.35249, -2.46742], [3.86874, -3.58253, -3.65819], [5.41569, -3.77558, -4.37158], [-0.88019, -0.50921, 4.08157], [-0.33028, 0.50977, 2.67277], [0.92228, 1.59312, 3.44624], [-1.75736, 1.65934, 2.47050], [-1.58136, 2.68767, 1.34782], [-1.59509, 1.95415, -0.34183], [-3.37255, 1.61874, -0.60130], [-1.31675, 3.41780, -1.39244], [-0.06657, -1.15785, 4.40525], [-1.71993, -1.13840, 3.78727], [-1.18343, 0.12024, 4.91925], [0.51241, 2.09140, 4.32617], [1.27010, 2.34867, 2.74155], [1.78411, 0.99817, 3.74842], [-1.91225, 2.17030, 3.42454], [-2.64942, 1.05009, 2.29886], [-0.63742, 3.22730, 1.46500], [-2.37430, 3.43820, 1.40120], [-3.96383, 2.51867, -0.42541], [-3.72073, 0.83066, 0.06649], [-3.53579, 1.28555, -1.62616], [-2.02550, 4.21165, -1.15278], [-1.43765, 3.14288, -2.44008], [-0.30274, 3.79305, -1.25567]]
}

***

Record 5
{
  "formula": "C35H37BF4HgP2",
  "method": "ωB97M-V with the def2-TZVPD basis set",
  "e_lumo_ev": -4.55,
  "orbital_gap_ev": 3.9,
  "e_homo_ev": -8.40,
  "elements": ["Hg", "C", "C", "C", "C", "C", "C", "C", "C", "C", "H", "H", "H", "H", "H", "H", "H", "H", "H", "H", "H", "H", "H", "H", "H", "P", "P", "C", "C", "C", "C", "C", "C", "C", "C", "C", "C", "C", "C", "C", "C", "C", "C", "C", "C", "C", "C", "C", "C", "C", "C", "C", "C", "H", "H", "H", "H", "H", "H", "H", "H", "H", "H", "H", "H", "H", "H", "H", "H", "H", "H", "H", "H", "H", "H", "F", "B", "F", "F", "F"],
  "xyz": [[0.54308, 4.34491, -0.53126], [1.11244, 4.96213, 4.88442], [1.45333, 3.79341, 4.34210], [0.74098, 2.48548, 4.51389], [-0.49213, 2.20015, 3.63316], [-1.50216, 3.29447, 3.45204], [-1.77543, 4.25767, 4.33122], [-1.21524, 4.30635, 5.73860], [0.03722, 5.14787, 5.91317], [-0.67264, 5.74931, 0.70685], [1.61130, 5.88136, 4.57326], [2.28321, 3.77343, 3.61630], [0.45289, 2.37615, 5.56107], [1.48752, 1.70901, 4.27150], [-0.15409, 1.89219, 2.62858], [-0.98725, 1.32298, 4.07518], [-1.99697, 3.31144, 2.45949], [-2.41201, 5.11505, 4.06520], [-1.04315, 3.28607, 6.11406], [-1.99002, 4.77709, 6.35502], [-0.22862, 6.21234, 5.86990], [0.45918, 4.92573, 6.91063], [-0.19444, 6.64050, 1.11720], [-1.18961, 5.29540, 1.57337], [-1.47180, 6.06190, 0.01470], [1.90516, -2.53767, -2.69168], [-1.38006, -2.47917, -3.21656], [0.74995, -3.67081, -1.85865], [-0.59085, -3.64483, -2.07873], [3.32081, -3.66630, -3.03338], [3.59077, -4.84722, -2.32409], [4.72197, -5.62254, -2.61621], [5.59990, -5.24766, -3.63879], [5.32044, -4.08846, -4.37586], [4.19131, -3.31955, -4.09128], [2.51161, -1.56860, -1.24144], [1.59004, -0.65550, -0.69054], [1.94960, 0.07860, 0.43527], [3.21379, -0.09518, 1.01287], [4.13408, -0.98479, 0.44666], [3.79462, -1.71046, -0.69644], [-2.42457, -3.73912, -4.13857], [-1.74480, -4.63225, -4.99500], [-2.42307, -5.67237, -5.63461], [-3.79989, -5.84542, -5.44824], [-4.49222, -4.94394, -4.63062], [-3.81268, -3.89074, -3.99987], [-2.65512, -1.71721, -2.13554], [-3.22549, -0.51077, -2.58672], [-4.24471, 0.09555, -1.85402], [-4.68858, -0.48819, -0.65812], [-4.09815, -1.66251, -0.19502], [-3.06604, -2.27443, -0.91389], [1.17449, -4.36237, -1.12345], [-1.24886, -4.39476, -1.62250], [2.93270, -5.18029, -1.52584], [4.92300, -6.52926, -2.03826], [6.48515, -5.84925, -3.86024], [6.00200, -3.78795, -5.17593], [3.98272, -2.42613, -4.67968], [0.59922, -0.55424, -1.14372], [1.23705, 0.78727, 0.86047], [3.48297, 0.47177, 1.90076], [5.12134, -1.11672, 0.88593], [4.51521, -2.39701, -1.15127], [-0.66846, -4.52270, -5.13506], [-1.87836, -6.36645, -6.28144], [-4.32844, -6.66596, -5.93593], [-5.56818, -5.06300, -4.48326], [-4.38143, -3.19772, -3.37697], [-2.86830, -0.06564, -3.51849], [-4.69528, 1.01634, -2.21723], [-5.49396, -0.01810, -0.09311], [-4.43379, -2.11891, 0.73895], [-2.59029, -3.17419, -0.52993], [0.11142, 7.34615, 3.22600], [0.17355, 8.36269, 4.23302], [-0.98436, 8.25666, 5.04998], [1.34042, 8.13374, 5.03363], [0.25509, 9.63515, 3.62296]]
}

***

Record 6
{
  "formula": "C9H9N3O",
  "method": "ωB97M-V with the def2-TZVPD basis set",
  "smiles": "Cc1nc2ccccc2n1NC=O",
  "e_lumo_ev": 0.55,
  "relative_energy_ev": 1.161,
  "orbital_gap_ev": 9.0,
  "e_homo_ev": -8.40,
  "elements": ["C", "C", "N", "C", "C", "C", "C", "C", "C", "N", "N", "C", "O", "H", "H", "H", "H", "H", "H", "H", "H", "H"],
  "xyz": [[-1.93841, 2.37544, -0.32720], [-0.75304, 1.56514, -0.02764], [0.45888, 1.94674, 0.25543], [1.19425, 0.79157, 0.26568], [2.53990, 0.70921, 0.52468], [3.08587, -0.62127, 0.52387], [2.33706, -1.76741, 0.21734], [1.00686, -1.60942, -0.15882], [0.44582, -0.29857, -0.09830], [-0.82068, 0.18335, -0.34579], [-1.87444, -0.73591, -0.74940], [-2.25934, -1.56820, 0.23990], [-1.90698, -1.52975, 1.36652], [-2.54912, 1.70300, -1.00847], [-1.61156, 3.23554, -0.83149], [-2.50217, 2.60170, 0.63722], [2.99518, 1.69447, 0.88102], [4.17771, -0.77941, 0.79126], [2.76591, -2.73299, 0.22487], [0.45437, -2.40359, -0.64654], [-2.19656, -0.49137, -1.69979], [-3.04950, -2.26826, -0.03436]]
}

***

Record 7
{
  "formula": "CH4Cl4P2S",
  "method": "ωB97M-V with the def2-TZVPD basis set",
  "smiles": "ClC(Cl)(Cl)Cl.P[PH2]=S",
  "e_lumo_ev": 0.17,
  "orbital_gap_ev": 8.8,
  "e_homo_ev": -8.66,
  "elements": ["Cl", "C", "Cl", "Cl", "Cl", "P", "P", "S", "H", "H", "H", "H"],
  "xyz": [[-1.50777, -2.58330, 2.29760], [-0.84356, -1.01853, 2.83146], [-2.09855, -0.10948, 3.71067], [0.54891, -1.30019, 3.90679], [-0.31675, -0.08121, 1.41077], [1.85402, 0.18665, -1.77985], [-0.24290, 0.84459, -2.05073], [-1.54354, -0.53142, -1.49790], [2.50705, 0.01226, -3.07286], [2.56171, 1.29061, -1.15624], [-0.39174, 2.00666, -1.19570], [-0.52687, 1.28337, -3.40400]]
}

***

Record 8
{
  "formula": "H19NaO10",
  "method": "ωB97M-V with the def2-TZVPD basis set",
  "e_lumo_ev": -1.92,
  "relative_energy_ev": 3.297,
  "orbital_gap_ev": 6.4,
  "e_homo_ev": -8.36,
  "elements": ["Na", "O", "H", "O", "H", "H", "O", "H", "H", "O", "H", "H", "O", "H", "H", "O", "H", "H", "O", "H", "H", "O", "H", "H", "O", "H", "H", "O", "H", "H"],
  "xyz": [[-2.63104, -0.06635, 2.13170], [0.29950, -0.20139, 0.75394], [-0.25032, 0.28898, 0.11226], [2.11351, -0.34231, -2.27025], [1.84685, -0.30830, -1.35158], [2.34505, -1.25907, -2.41915], [3.68037, -1.37990, 2.37975], [3.85532, -2.12149, 1.80038], [2.84964, -1.02175, 2.06695], [-1.37441, -0.97874, -3.71297], [-0.53408, -0.97719, -3.25464], [-1.98104, -1.39485, -3.10053], [-1.79529, 3.40535, 1.52733], [-1.29814, 2.88183, 2.15582], [-1.16190, 4.03729, 1.18719], [2.43724, 2.77536, 1.74272], [2.17294, 3.40400, 2.41442], [1.70171, 2.16585, 1.68175], [-0.21569, -3.14824, 3.26906], [-0.77062, -3.63629, 2.66071], [0.27729, -2.54492, 2.71299], [0.46538, 3.83131, -2.40691], [1.34914, 4.19072, -2.32930], [0.54740, 2.92584, -2.10756], [-4.07594, -0.27954, -1.00186], [-4.01489, 0.39452, -1.67872], [-4.87605, -0.76043, -1.21354], [-0.24147, -3.32979, -0.96405], [-0.00366, -2.60764, -0.38252], [-0.71670, -3.94295, -0.40330]]
}